(1)
Computed, not measured: a 3-piece molecular cluster, C3H8O2S overall, with ωB97M-V with the def2-TZVPD basis set.

Last column: Löwdin charge in e.
Positions of all 14 atoms, in Å:
O 2.251 0.666 -1.741  0.04
C 1.647 1.095 -0.774  -0.25
C 0.304 0.513 -0.274  -0.29
C -0.119 -0.656 -1.082  -0.71
S -1.618 -1.406 -0.433  0.70
H 2.082 1.892 -0.134  0.12
H 0.543 0.445 0.837  0.12
H -0.339 1.402 -0.363  0.12
H 0.722 -1.335 -1.041  0.05
H -0.246 -0.365 -2.136  0.09
H -0.014 -2.017 0.663  0.22
H -2.319 0.014 2.707  0.05
H -1.520 -0.168 1.361  -0.06
O -1.373 -0.079 2.409  -0.20

Forces on atoms 1 to 2 (eV/Å):
O -0.6327 0.6263 1.0154
C 0.2282 -1.2090 -0.7770

Computed properties:
E_HOMO: -9.512 eV
gap between HOMO and LUMO: 7.69 eV
LUMO level: -1.82 eV
E_tot: -667.627832 Eh
energy relative to the best compared isomer or geometry (same formula, charge and spin): 96.1 kcal per mole
largest force on an atom: 0.0865 Eh/bohr

(2)
Computed, not measured: one molecule with the formula C3H8O2SSi, with ωB97M-V with the def2-TZVPD basis set.

Last column: Löwdin charge in e.
Positions of all 15 atoms, in Å:
C 0.311 -1.688 -0.824  -0.54
C -0.152 1.230 0.430  -0.24
C 0.946 1.717 1.501  -0.08
O 0.184 0.091 -2.591  -0.64
O -0.905 0.144 0.804  -0.30
Si -1.394 -1.109 -0.034  0.55
S 1.153 -0.226 -1.498  0.80
H 1.022 -2.407 -0.199  0.07
H -0.073 -2.348 -1.684  0.05
H -0.433 1.881 -0.463  0.13
H 1.131 0.959 2.328  0.09
H 0.515 2.659 1.939  0.07
H 1.887 2.007 0.880  0.09
H -2.143 -0.928 -1.377  0.01
H -2.049 -1.982 0.788  -0.06

Forces on atoms 1 to 2 (eV/Å):
C 0.4081 -2.5687 0.8311
C 2.1946 -0.7033 0.1942

Computed properties:
E_HOMO (alpha / beta): -7.500 / -7.971 eV
gap between HOMO and LUMO (alpha / beta): 7.15 / 8.59 eV
LUMO level (alpha / beta): -0.35 / 0.62 eV
E_tot: -957.157889 Eh
energy relative to the best compared isomer or geometry (same formula, charge and spin): 72.6 kcal per mole
largest force on an atom: 0.0977 Eh/bohr

(3)
Computed, not measured: one molecule with the formula C3H8O2Si, with ωB97M-V with the def2-TZVPD basis set.

Last column: Löwdin charge in e.
Positions of all 14 atoms, in Å:
O -1.985 -0.644 -0.914  0.11
C -1.080 -1.346 -0.533  -0.51
O -1.147 -2.701 -0.680  0.10
C 0.229 -0.816 0.003  -0.19
C 0.037 0.497 0.787  -0.35
Si 0.742 2.016 -0.127  0.66
H -0.690 -3.132 0.042  0.10
H 0.841 -0.659 -0.881  0.10
H 0.739 -1.574 0.587  0.11
H 0.536 0.418 1.745  0.06
H -1.014 0.686 0.967  0.06
H 1.237 1.627 -1.460  -0.07
H 1.853 2.568 0.682  -0.09
H -0.298 3.059 -0.218  -0.08

Forces on atoms 1 to 2 (eV/Å):
O 0.7885 -0.6293 0.2598
C -0.6067 0.3557 -0.4811

Computed properties:
E_HOMO: -10.604 eV
gap between HOMO and LUMO: 11.15 eV
LUMO level: 0.54 eV
SMILES string: O=C(O)CC[SiH3]
E_tot: -559.064309 Eh
energy relative to the best compared isomer or geometry (same formula, charge and spin): 54.1 kcal per mole
largest force on an atom: 0.0203 Eh/bohr

(4)
Computed, not measured: a 2-piece molecular cluster, C3H8O2Si2 overall, with ωB97M-V with the def2-TZVPD basis set.

Last column: Mulliken spin population.
Positions of all 15 atoms, in Å:
C 0.789 1.026 0.366  0.13
C 2.120 1.256 0.136  0.30
C -2.851 0.211 0.212  0.00
O 0.286 -0.222 0.249  0.30
O 2.803 0.068 -0.043  0.19
Si 2.006 -1.397 0.117  -0.01
Si -1.974 -1.499 0.012  0.96
H 0.140 1.793 0.554  0.02
H 2.776 2.046 0.178  0.01
H -4.027 0.088 0.319  -0.01
H -2.316 0.674 1.077  0.01
H -2.784 1.047 -0.534  0.03
H 3.240 -2.087 -0.155  0.00
H 1.725 -1.294 1.595  0.05
H 1.179 -2.133 -0.923  0.02

Forces on atoms 1 to 2 (eV/Å):
C -1.5074 -3.6490 -0.9635
C 1.1793 -5.8687 -0.2450

Computed properties:
multiplicity: 3
E_HOMO (alpha / beta): -5.941 / -8.714 eV
gap between HOMO and LUMO (alpha / beta): 6.26 / 6.04 eV
LUMO level (alpha / beta): 0.32 / -2.67 eV
E_tot: -848.385599 Eh
largest force on an atom: 0.1165 Eh/bohr

(5)
Computed, not measured: a 2-piece molecular cluster, C3H8O3 overall, with ωB97M-V with the def2-TZVPD basis set.

Last column: Löwdin charge in e.
Positions of all 14 atoms, in Å:
C -1.684 -1.781 0.423  -0.06
O -1.293 -0.403 0.479  -0.08
C 0.038 -0.070 0.251  -0.47
C 0.093 1.503 0.234  0.02
O 1.002 -0.776 0.242  0.12
H -2.121 -2.000 -0.567  0.09
H -2.451 -1.967 1.194  0.09
H -0.839 -2.469 0.594  0.09
H 1.147 1.826 0.272  0.07
H -0.457 2.002 1.050  0.10
H -0.339 1.824 -0.729  0.10
O 2.691 0.855 -1.102  -0.09
H 1.921 1.335 -0.720  -0.03
H 2.292 0.121 -1.622  0.05

Forces on atoms 1 to 2 (eV/Å):
C 0.0306 -0.6534 -0.0424
O 1.2705 -0.2887 -0.5741

Computed properties:
E_HOMO: -10.523 eV
gap between HOMO and LUMO: 11.21 eV
LUMO level: 0.68 eV
SMILES string: COC(C)=O.O
E_tot: -344.801478 Eh
energy relative to the best compared isomer or geometry (same formula, charge and spin): 29.4 kcal per mole
largest force on an atom: 0.0536 Eh/bohr

(6)
Computed, not measured: one molecule with the formula C3H8O3, with ωB97M-V with the def2-TZVPD basis set.

Last column: Löwdin charge in e.
Positions of all 14 atoms, in Å:
O 0.665 1.236 1.206  -0.08
C 1.237 0.122 0.521  -0.19
C 0.347 -0.190 -0.684  -0.39
O 0.008 1.000 -1.335  -0.02
C -0.861 -0.989 -0.259  -0.19
O -1.762 -0.166 0.496  -0.07
H -0.209 0.869 1.512  0.10
H 1.372 -0.726 1.182  0.12
H 2.186 0.534 0.118  0.14
H 0.890 -0.780 -1.426  0.15
H 0.026 1.727 -0.674  0.10
H -1.410 -1.466 -1.080  0.12
H -0.629 -1.803 0.438  0.13
H -1.860 0.632 -0.016  0.07

Forces on atoms 1 to 2 (eV/Å):
O -1.3077 -0.8811 0.7769
C 0.6033 1.4112 -1.0755

Computed properties:
E_HOMO: -10.188 eV
gap between HOMO and LUMO: 10.98 eV
LUMO level: 0.79 eV
SMILES string: OCC(O)CO
E_tot: -344.801739 Eh
energy relative to the best compared isomer or geometry (same formula, charge and spin): 29.3 kcal per mole
largest force on an atom: 0.0364 Eh/bohr

(7)
Computed, not measured: a 2-piece molecular cluster, C3H8O3 overall, with ωB97M-V with the def2-TZVPD basis set.

Last column: Löwdin charge in e.
Positions of all 14 atoms, in Å:
C 0.000 0.000 0.000  -0.10
C 0.979 -1.124 -0.188  -0.20
C 0.481 -2.522 -0.249  -0.55
O -0.682 -2.826 -0.434  0.10
O 1.463 -3.402 -0.043  0.09
H 0.693 0.843 -0.162  0.08
H -0.462 0.111 0.995  0.09
H -0.794 0.046 -0.764  0.09
H 1.530 -1.022 -1.143  0.14
H 1.714 -1.033 0.635  0.12
H 2.386 -3.073 0.135  0.12
O 4.656 -2.113 0.909  -0.08
H 5.426 -2.703 1.073  0.06
H 4.730 -1.413 1.597  0.06

Forces on atoms 1 to 2 (eV/Å):
C 0.0231 1.0573 -0.6298
C 0.5360 0.0644 0.1997

Computed properties:
E_HOMO: -10.088 eV
gap between HOMO and LUMO: 10.34 eV
LUMO level: 0.25 eV
SMILES string: CCC(=O)O.O
E_tot: -344.829515 Eh
energy relative to the best compared isomer or geometry (same formula, charge and spin): 11.8 kcal per mole
largest force on an atom: 0.0337 Eh/bohr

(8)
Computed, not measured: a 2-piece molecular cluster, C3H8O3 overall, with ωB97M-V with the def2-TZVPD basis set.

Last column: Löwdin charge in e.
Positions of all 14 atoms, in Å:
C -0.338 -1.233 -0.263  -0.05
C 0.219 -0.249 -1.373  -0.20
O -0.552 0.931 -1.186  -0.05
C -0.094 1.929 -0.439  -0.31
O -0.765 2.986 -0.297  0.02
H -0.418 -0.822 0.757  0.02
H 0.289 -2.140 -0.229  0.08
H -1.346 -1.516 -0.609  0.08
H 1.315 -0.096 -1.413  0.12
H -0.110 -0.586 -2.374  0.12
H 0.834 1.667 0.107  0.15
O 0.425 -0.678 2.449  -0.09
H 0.990 0.100 2.657  0.06
H -0.450 -0.293 2.213  0.05

Forces on atoms 1 to 2 (eV/Å):
C 0.3340 -0.2572 -1.4245
C -1.0020 -1.2826 0.8595

Computed properties:
E_HOMO: -10.611 eV
gap between HOMO and LUMO: 11.19 eV
LUMO level: 0.58 eV
SMILES string: CCOC=O.O
E_tot: -344.784688 Eh
energy relative to the best compared isomer or geometry (same formula, charge and spin): 40.0 kcal per mole
largest force on an atom: 0.0915 Eh/bohr

(9)
Computed, not measured: one molecule with the formula C3H8O3, with ωB97M-V with the def2-TZVPD basis set.

Last column: Löwdin charge in e.
Positions of all 14 atoms, in Å:
C 0.979 0.131 -1.055  -0.04
C -0.364 -0.035 -0.414  -0.23
C -0.475 -0.732 0.864  -0.09
O -0.303 -2.134 0.055  -0.14
O -0.833 1.363 0.488  -0.22
O 0.278 1.940 1.202  -0.08
H 0.884 0.353 -2.116  0.08
H 1.587 -0.761 -0.922  0.09
H 1.521 0.947 -0.573  0.08
H -1.225 -0.103 -1.076  0.14
H -1.457 -0.760 1.327  0.12
H 0.395 -0.674 1.507  0.13
H -1.176 -2.408 -0.255  0.06
H 0.189 2.873 0.968  0.09

Forces on atoms 1 to 2 (eV/Å):
C 0.0257 0.1503 -0.0081
C -0.3862 3.9730 2.5795

Computed properties:
E_HOMO: -9.560 eV
gap between HOMO and LUMO: 10.43 eV
LUMO level: 0.87 eV
SMILES string: C[C@@H](CO)OO
E_tot: -344.638384 Eh
energy relative to the best compared isomer or geometry (same formula, charge and spin): 131.8 kcal per mole
largest force on an atom: 0.1059 Eh/bohr

(10)
Computed, not measured: a 2-piece molecular cluster, C3H8O3S overall, with ωB97M-V with the def2-TZVPD basis set.

Last column: Löwdin charge in e.
Positions of all 15 atoms, in Å:
C -0.329 -1.782 -0.663  -0.24
C -0.059 -0.271 -0.732  -0.66
C 0.464 1.140 1.529  -0.78
O -0.272 0.382 2.306  0.14
O 0.052 2.180 1.075  0.06
O 1.660 0.655 1.268  0.09
S -1.465 0.480 -1.330  0.89
H -0.005 -2.336 -1.564  0.06
H 0.153 -2.130 0.246  0.05
H -1.406 -1.826 -0.493  0.04
H 1.021 -0.020 -1.139  0.09
H 0.452 -0.193 2.714  0.17
H -1.181 1.867 -1.070  -0.01
H 2.151 1.136 0.535  0.17
H -1.236 0.718 -2.681  -0.07

Forces on atoms 1 to 2 (eV/Å):
C 0.1973 1.2610 0.2968
C 1.0465 -0.5743 -0.9925

Computed properties:
E_HOMO: -7.102 eV
gap between HOMO and LUMO: 7.56 eV
LUMO level: 0.45 eV
E_tot: -742.895723 Eh
energy relative to the best compared isomer or geometry (same formula, charge and spin): 86.0 kcal per mole
largest force on an atom: 0.0672 Eh/bohr

(11)
Computed, not measured: a 2-piece molecular cluster, C3H8O3S overall, with ωB97M-V with the def2-TZVPD basis set.

Last column: Löwdin charge in e.
Positions of all 15 atoms, in Å:
O 2.141 2.505 -0.770  0.12
C 1.018 2.106 -0.673  -0.53
O 0.062 2.341 -1.613  0.10
C 0.433 1.330 0.489  -0.16
C 0.669 -0.169 0.231  -0.60
S -0.189 -1.288 1.330  0.73
H 0.347 3.093 -2.139  0.12
H -0.642 1.463 0.472  0.11
H 0.869 1.646 1.431  0.12
H 0.399 -0.389 -0.809  0.08
H 1.714 -0.385 0.106  0.07
H 0.306 -0.800 2.469  -0.14
O -2.185 -4.144 -0.350  -0.07
H -2.934 -4.112 0.260  0.04
H -2.008 -3.198 -0.435  0.01

Forces on atoms 1 to 2 (eV/Å):
O 0.2059 0.0449 -0.0156
C -0.4995 0.3321 0.3983

Computed properties:
E_HOMO: -9.534 eV
gap between HOMO and LUMO: 10.09 eV
LUMO level: 0.56 eV
SMILES string: O=C(O)CCS.O
E_tot: -743.018249 Eh
energy relative to the best compared isomer or geometry (same formula, charge and spin): 9.1 kcal per mole
largest force on an atom: 0.0244 Eh/bohr

(12)
Computed, not measured: C3H8O3Tb as an isolated structure, with ωB97M-V with the def2-TZVPD basis set.

Last column: Mulliken spin population.
Positions of all 15 atoms, in Å:
O 1.852 0.277 0.351  0.05
C 1.203 -0.978 0.421  -0.04
C -0.397 -0.470 0.539  0.00
O 0.447 0.719 2.799  -0.88
Tb 2.545 1.200 2.480  7.93
H 1.377 -1.747 1.181  0.00
H 1.461 -1.509 -0.503  -0.01
H -1.004 -1.381 0.409  0.00
H -1.121 0.265 0.923  0.00
O -0.297 0.304 -1.030  -0.03
H 1.112 0.756 -0.574  -0.02
C -1.537 0.594 -1.628  0.00
H -2.132 -0.326 -1.733  0.00
H -2.137 1.278 -1.006  0.00
H -1.374 1.017 -2.627  0.00

Forces on atoms 1 to 2 (eV/Å):
O 1.1086 2.3429 0.4555
C -3.6026 0.8953 0.6835

Computed properties:
multiplicity: 8
E_HOMO (alpha / beta): -17.163 / -17.174 eV
gap between HOMO and LUMO (alpha / beta): 4.65 / 5.20 eV
LUMO level (alpha / beta): -12.51 / -11.97 eV
E_tot: -1168.325264 Eh
largest force on an atom: 0.1267 Eh/bohr
total charge: +2

Q: The lowest largest force on an atom belongs to which entry?
A: C3H8O2Si